# C26H51FNO16

A cluster of 6 separate species, C26H51FNO16 in total (ωB97M-V/def2-TZVPD, OMol25).

```
95
C26H51FNO16 (ωB97M-V/def2-TZVPD)
C -0.699 -1.607 6.217
C -2.029 -2.365 6.158
F -1.795 -3.719 6.414
C -2.725 -2.220 4.814
C -3.245 -0.773 4.659
C -4.772 -0.614 4.811
C -5.088 0.785 5.349
C -5.503 -0.748 3.468
N -5.286 -1.613 5.789
O -5.211 -1.255 7.012
C -5.065 -3.064 5.501
C -6.311 -3.657 4.819
C -4.882 -3.831 6.812
C -3.847 -3.233 4.579
H -0.733 -0.838 6.984
H 0.125 -2.291 6.393
H -0.520 -1.111 5.263
H -2.681 -2.001 6.953
H -1.968 -2.388 4.045
H -2.754 -0.124 5.381
H -2.979 -0.421 3.662
H -4.471 1.027 6.210
H -4.874 1.509 4.563
H -6.136 0.861 5.629
H -6.549 -0.478 3.602
H -5.439 -1.737 3.031
H -5.056 -0.044 2.768
H -6.452 -3.281 3.810
H -7.190 -3.462 5.427
H -6.173 -4.736 4.744
H -4.153 -3.383 7.473
H -4.538 -4.834 6.563
H -5.834 -3.928 7.331
H -3.466 -4.245 4.697
H -4.137 -3.139 3.532
C 3.097 0.012 3.935
O 3.000 0.695 2.683
C 1.752 0.871 2.255
O 0.755 0.511 2.823
O 1.798 1.512 1.090
C 0.516 1.767 0.504
H 4.157 -0.062 4.160
H 2.593 0.574 4.719
H 2.666 -0.984 3.862
H -0.086 2.400 1.153
H -0.006 0.835 0.297
H 0.710 2.282 -0.432
C 1.752 -1.849 -1.934
O 0.821 -2.074 -2.995
C -0.295 -1.357 -2.906
O -0.568 -0.586 -2.022
O -1.059 -1.639 -3.956
C -2.303 -0.934 -3.986
H 2.600 -2.493 -2.141
H 2.071 -0.808 -1.923
H 1.311 -2.111 -0.974
H -2.135 0.140 -4.025
H -2.906 -1.183 -3.115
H -2.811 -1.254 -4.890
C 5.904 1.751 -6.043
O 5.872 2.177 -4.676
C 4.780 1.808 -4.009
O 3.862 1.174 -4.456
O 4.884 2.260 -2.761
C 3.766 1.933 -1.931
H 6.843 2.118 -6.449
H 5.872 0.665 -6.105
H 5.069 2.177 -6.595
H 3.650 0.855 -1.852
H 2.854 2.377 -2.327
H 3.976 2.345 -0.949
C 9.186 2.029 -4.345
O 9.841 2.156 -5.612
C 10.944 1.421 -5.736
O 11.406 0.694 -4.898
O 11.448 1.629 -6.952
C 12.646 0.897 -7.222
H 8.316 2.674 -4.385
H 8.870 1.001 -4.179
H 9.843 2.347 -3.538
H 12.464 -0.174 -7.158
H 13.432 1.178 -6.524
H 12.936 1.164 -8.234
C -3.436 3.290 -3.678
O -4.100 2.411 -4.591
C -5.304 2.833 -4.978
O -5.839 3.850 -4.628
O -5.809 1.931 -5.816
C -7.109 2.259 -6.316
H -2.482 2.820 -3.455
H -3.272 4.264 -4.134
H -4.016 3.403 -2.765
H -7.081 3.194 -6.870
H -7.825 2.337 -5.500
H -7.388 1.444 -6.977
```

Output
E: -64755.5133 eV
Orbital gap (alpha / beta): 8.23 / 9.61 eV
⟨S²⟩: 0.7542
Multiplicity: 2

---

# C61H99N14O

A cluster of 14 separate species, C61H99N14O in total in a non-equilibrium geometry (ωB97M-V/def2-TZVPD, OMol25).

```
175
C61H99N14O (ωB97M-V/def2-TZVPD)
C 0.025 -2.946 2.629
C 0.596 -1.561 2.115
C 0.985 -1.726 0.640
C 1.301 -0.379 -0.133
C 0.142 0.682 -0.133
C -0.244 0.884 1.375
N -0.396 -0.466 2.178
O -1.039 -0.387 3.433
C -1.642 1.745 1.224
C 0.705 1.940 2.092
C 1.946 -1.232 2.922
H -0.405 -2.921 3.631
H 0.705 -3.797 2.636
H -0.883 -3.165 2.067
H 0.146 -2.226 0.156
H 1.857 -2.378 0.589
H 1.664 -0.615 -1.133
H 2.083 0.119 0.440
H -0.705 0.326 -0.719
H 0.470 1.637 -0.543
H -1.991 2.136 2.179
H -2.378 1.106 0.737
H -1.606 2.638 0.599
H 0.626 2.796 1.422
H 1.744 1.612 2.109
H 0.464 2.128 3.139
H 2.603 -0.623 2.301
H 2.566 -2.127 2.980
H 1.757 -0.682 3.844
C -0.982 -9.444 4.631
C -1.516 -9.042 6.024
C -2.892 -8.466 6.168
C -2.874 -7.134 6.782
N -2.894 -6.068 7.361
H 0.071 -9.722 4.663
H -1.099 -8.613 3.935
H -1.548 -10.316 4.302
H -0.800 -8.412 6.553
H -1.433 -9.895 6.698
H -3.572 -9.048 6.789
H -3.430 -8.342 5.228
C -6.049 7.646 4.265
C -4.610 7.785 3.816
C -3.599 7.189 4.719
C -3.941 5.890 5.375
N -4.162 4.829 5.858
H -6.683 7.936 3.427
H -6.303 8.306 5.095
H -6.433 6.666 4.549
H -4.373 8.834 3.642
H -4.427 7.362 2.828
H -3.219 7.880 5.472
H -2.800 6.880 4.046
C -1.554 10.225 -1.658
C -0.766 8.940 -2.040
C -1.494 8.102 -3.034
C -2.872 7.731 -2.723
N -3.934 7.423 -2.486
H -1.909 10.536 -2.641
H -1.042 11.066 -1.190
H -2.377 9.970 -0.991
H -0.541 8.370 -1.139
H 0.231 9.093 -2.453
H -0.924 7.178 -3.128
H -1.536 8.476 -4.057
C -7.986 1.727 2.617
C -9.233 1.223 3.372
C -9.080 -0.252 3.851
C -7.982 -0.415 4.791
N -7.150 -0.553 5.572
H -7.886 1.223 1.655
H -7.093 1.593 3.226
H -7.989 2.807 2.474
H -10.116 1.288 2.736
H -9.297 1.822 4.281
H -8.880 -0.964 3.050
H -10.029 -0.461 4.345
C 7.060 5.215 -1.657
C 5.690 4.562 -1.457
C 4.603 5.547 -1.567
C 4.502 6.474 -0.411
N 4.376 7.163 0.527
H 7.240 5.956 -0.878
H 7.075 5.760 -2.601
H 7.858 4.479 -1.752
H 5.532 4.000 -0.537
H 5.597 3.874 -2.297
H 3.674 4.981 -1.486
H 4.624 6.062 -2.528
C 5.445 4.518 5.642
C 4.811 5.583 6.490
C 3.294 5.423 6.574
C 2.669 4.205 7.101
N 2.138 3.210 7.409
H 6.531 4.495 5.736
H 5.220 4.759 4.603
H 5.117 3.491 5.802
H 5.044 6.569 6.089
H 5.219 5.484 7.496
H 2.918 5.560 5.561
H 2.802 6.219 7.134
C -5.091 0.163 -5.674
C -5.813 -0.859 -6.487
C -4.952 -1.598 -7.501
C -3.705 -2.206 -6.951
N -2.712 -2.626 -6.520
H -5.737 0.619 -4.923
H -4.768 1.019 -6.267
H -4.234 -0.308 -5.193
H -6.703 -0.508 -7.010
H -6.243 -1.569 -5.780
H -4.661 -0.916 -8.300
H -5.477 -2.391 -8.033
C 9.296 -0.763 0.993
C 10.597 -1.565 1.170
C 11.199 -2.239 -0.084
C 11.489 -1.304 -1.188
N 11.760 -0.637 -2.071
H 9.145 -0.012 1.767
H 8.387 -1.364 0.993
H 9.274 -0.240 0.037
H 10.541 -2.329 1.946
H 11.465 -1.000 1.511
H 10.649 -3.074 -0.519
H 12.210 -2.562 0.166
N -5.395 -2.852 1.018
C -5.905 -4.035 1.387
C -6.837 -4.423 0.434
C -6.911 -3.379 -0.557
C -5.956 -2.486 -0.189
H -4.649 -2.312 1.433
H -5.643 -4.525 2.313
H -7.355 -5.371 0.424
H -7.478 -3.464 -1.472
H -5.572 -1.603 -0.678
N -2.334 -9.401 -1.542
C -2.763 -10.690 -1.370
C -3.627 -10.748 -0.347
C -3.906 -9.449 0.062
C -3.009 -8.581 -0.646
H -1.574 -9.033 -2.095
H -2.375 -11.481 -1.996
H -4.112 -11.653 -0.012
H -4.601 -9.120 0.820
H -2.859 -7.525 -0.478
N 2.182 2.858 -6.099
C 2.630 3.990 -6.681
C 1.469 4.780 -6.982
C 0.326 3.978 -6.775
C 0.790 2.813 -6.183
H 2.808 2.098 -5.871
H 3.689 4.103 -6.861
H 1.625 5.790 -7.331
H -0.668 4.149 -7.161
H 0.330 1.936 -5.752
N 5.851 -0.947 -6.894
C 5.550 -1.598 -5.758
C 6.201 -1.018 -4.683
C 7.080 -0.045 -5.215
C 6.860 -0.071 -6.566
H 5.632 -1.098 -7.869
H 4.791 -2.367 -5.765
H 6.115 -1.332 -3.654
H 7.749 0.575 -4.636
H 7.273 0.536 -7.358
N 1.245 -8.090 -4.743
C 1.804 -9.285 -4.672
C 2.568 -9.268 -3.490
C 2.559 -8.024 -2.867
C 1.661 -7.265 -3.641
H 0.614 -7.712 -5.436
H 1.752 -10.033 -5.450
H 3.075 -10.141 -3.104
H 3.022 -7.586 -1.996
H 1.226 -6.283 -3.521
```

Output
E: -87761.8961 eV
Orbital gap: 2.60 eV
Charge: -1
Energy above the lowest of the compared OMol25 structures with the same formula, charge and spin: 64.85 kcal/mol

---

# C31H31B12Br6CdN3O4S3

A structure of composition C31H31B12Br6CdN3O4S3 in a non-equilibrium geometry (ωB97M-V/def2-TZVPD, OMol25).

```
91
C31H31B12Br6CdN3O4S3 (ωB97M-V/def2-TZVPD)
Cd 0.472 0.640 0.383
Br 1.322 2.073 -2.175
B 3.075 1.341 -2.649
B 4.535 2.363 -2.788
C 5.781 1.231 -2.393
B 4.365 1.150 -1.416
B 5.327 -0.343 -1.855
B 6.103 -0.072 -3.499
B 5.604 1.609 -4.090
B 3.820 1.633 -4.281
Br 2.952 2.731 -5.624
B 4.783 0.129 -4.723
Br 5.019 -0.438 -6.559
B 4.614 -1.065 -3.354
Br 4.615 -2.986 -3.632
B 3.557 -0.304 -2.096
Br 2.350 -1.422 -1.040
B 3.219 -0.010 -3.843
Br 1.613 -0.747 -4.649
H 4.615 3.522 -2.564
H 4.912 0.803 -2.928
H 4.307 1.525 -0.295
H 5.909 -0.941 -1.017
H 7.190 -0.476 -3.731
H 6.375 2.283 -4.681
S -1.833 2.778 -2.413
C -2.596 1.578 -3.204
C -3.722 1.879 -4.080
C -4.308 0.930 -4.823
C -3.835 -0.442 -4.803
C -2.819 -0.810 -4.011
C -2.169 0.142 -3.117
S -0.999 -0.399 -2.132
H -4.052 2.908 -4.122
H -5.136 1.190 -5.470
H -4.307 -1.173 -5.447
H -2.451 -1.827 -4.004
O 1.213 -0.464 3.267
B 1.573 0.418 2.230
O 2.720 1.119 2.596
C 3.064 0.673 3.846
C 4.124 1.055 4.633
C 4.241 0.427 5.873
C 3.327 -0.537 6.286
C 2.256 -0.913 5.474
C 2.155 -0.283 4.256
H 4.830 1.803 4.299
H 5.062 0.694 6.526
H 3.450 -1.008 7.253
H 1.543 -1.666 5.784
S 0.043 3.617 0.727
C -1.214 3.180 1.732
N -2.421 3.843 1.644
C -3.483 3.583 2.433
C -3.397 2.597 3.358
C -2.174 1.890 3.388
N -1.146 2.150 2.626
H -2.463 4.563 0.935
H -4.367 4.182 2.270
H -4.224 2.349 4.002
H -2.049 1.059 4.077
C -4.003 -2.961 -0.651
O -3.357 -2.823 0.606
C -2.065 -3.220 0.703
C -1.347 -3.830 -0.320
C -0.040 -4.242 -0.109
C 0.566 -4.056 1.126
C -0.144 -3.442 2.141
C -1.444 -3.014 1.933
N -2.164 -2.492 3.042
C -3.136 -1.604 3.138
C -3.584 -0.617 2.266
C -4.892 -0.097 2.518
C -5.450 0.852 1.727
C -4.680 1.379 0.647
C -3.409 0.964 0.408
C -2.781 -0.060 1.201
O -1.575 -0.375 1.045
H -4.995 -2.535 -0.525
H -4.088 -4.011 -0.937
H -3.467 -2.410 -1.426
H -1.808 -3.987 -1.284
H 0.510 -4.699 -0.921
H 1.587 -4.372 1.292
H 0.317 -3.265 3.105
H -1.926 -2.948 3.912
H -3.666 -1.683 4.085
H -5.455 -0.509 3.349
H -6.452 1.212 1.912
H -5.114 2.144 0.011
H -2.809 1.392 -0.384
```

Output
E: -510757.5726 eV
Orbital gap (alpha / beta): 5.73 / 5.73 eV
Energy above the lowest of the compared OMol25 structures with the same formula, charge and spin: 5.60 kcal/mol